The following is a DFT calculation (ωB97M-V/def2-TZVPD) of a molecular structure, C48H60As2FeN3O4Se.

Element x y z (Å)
Fe 0.1435 0.2853 0.0537
C 0.8236 6.8757 -1.3131
C 0.6060 5.3913 -1.4944
C -0.0809 5.0640 -2.8075
O 1.8425 4.7067 -1.4467
C 1.7895 3.6222 -0.5012
C 0.3047 3.5865 -0.1422
O -0.1478 4.9188 -0.4026
C -0.0988 3.1071 1.2574
O 0.2331 1.7547 1.3263
C -1.6289 3.3739 1.3926
C -2.5166 2.6176 0.6340
C -3.8858 2.8113 0.7097
C -4.4062 3.7814 1.5587
C -3.5377 4.5486 2.3183
C -2.1623 4.3470 2.2334
C 0.6254 3.8205 2.4105
C 1.2314 5.0720 2.3294
C 1.8801 5.6222 3.4343
C 1.9114 4.9398 4.6424
C 1.2763 3.7045 4.7415
C 0.6436 3.1539 3.6370
C 2.3691 2.2596 -1.1025
O 1.3951 1.2707 -1.2525
C 3.0053 2.6127 -2.4701
C 4.0900 3.4923 -2.5599
C 4.6509 3.8232 -3.7807
C 4.1354 3.2843 -4.9598
C 3.0610 2.4145 -4.8866
C 2.5074 2.0831 -3.6459
C 3.5022 1.7516 -0.1490
C 4.6888 1.1898 -0.6240
C 5.6666 0.7113 0.2462
C 5.4861 0.7978 1.6199
C 4.3014 1.3356 2.1087
C 3.3185 1.7881 1.2376
H 1.2480 7.3125 -2.2204
H 1.5152 7.0421 -0.4851
H -0.1305 7.3591 -1.0879
H 0.5522 5.3649 -3.6463
H -1.0403 5.5844 -2.8624
H -0.2538 3.9863 -2.8729
H 2.3952 3.9094 0.3535
H -0.1853 2.8992 -0.8282
H -2.1280 1.8342 0.0064
H -4.5548 2.1916 0.1215
H -5.4776 3.9227 1.6371
H -3.9286 5.3035 2.9927
H -1.5008 4.9579 2.8365
H 1.1829 5.6352 1.4064
H 2.3577 6.5912 3.3465
H 2.4174 5.3673 5.4995
H 1.2660 3.1723 5.6865
H 0.1378 2.1965 3.7084
H 4.4931 3.9270 -1.6508
H 5.4912 4.5076 -3.8201
H 4.5679 3.5464 -5.9189
H 2.6453 1.9874 -5.7935
H 1.6690 1.4126 -3.5923
H 4.8638 1.1202 -1.6907
H 6.5813 0.2862 -0.1564
H 6.2528 0.4430 2.2996
H 4.1366 1.4041 3.1801
H 2.3861 2.1705 1.6389
C 1.2283 -0.3372 3.4148
As 1.1870 -1.4293 1.8014
C 3.0489 -2.0236 1.8630
C 0.3710 -3.0426 2.6082
C 1.0317 -3.5312 3.7388
C 0.5492 -4.6068 4.4646
C -0.6271 -5.2272 4.0648
C -1.2820 -4.7654 2.9353
C -0.8016 -3.6836 2.1897
As -1.7723 -3.2069 0.5456
C -2.0018 -5.0637 -0.0993
C -3.5778 -3.0343 1.2795
H 1.5792 -0.9231 4.2608
H 0.2349 0.0577 3.6195
H 1.8992 0.4996 3.2240
H 3.4019 -2.0375 2.8915
H 3.6491 -1.3117 1.2997
H 3.1581 -3.0146 1.4234
H 1.9448 -3.0570 4.0737
H 1.0845 -4.9505 5.3420
H -1.0299 -6.0635 4.6242
H -2.1888 -5.2670 2.6219
H -2.7234 -5.6211 0.5003
H -1.0435 -5.5860 -0.0827
H -2.3602 -5.0288 -1.1299
H -3.7655 -3.7907 2.0414
H -4.2868 -3.1722 0.4626
H -3.7090 -2.0424 1.7115
C 2.6961 -1.6964 -1.8926
N 1.2551 -1.9101 -1.7721
C 1.0103 -3.3403 -1.6728
C 0.5691 -1.3243 -2.9136
C -0.9250 -1.2044 -2.7116
N -1.3827 -0.0831 -1.8693
C -1.2665 1.1886 -2.6145
C -2.7888 -0.3074 -1.5326
H 3.0815 -2.1240 -2.8339
H 3.2134 -2.1835 -1.0626
H 2.9038 -0.6337 -1.8662
H 1.4193 -3.8750 -2.5471
H -0.0503 -3.5582 -1.6026
H 1.4903 -3.7345 -0.7750
H 0.7525 -1.9164 -3.8255
H 0.9991 -0.3415 -3.0587
H -1.3033 -2.1143 -2.2487
H -1.3963 -1.1207 -3.7022
H -1.7194 1.0888 -3.6133
H -0.2253 1.4903 -2.7009
H -1.8025 1.9732 -2.0787
H -3.4140 -0.2883 -2.4368
H -3.1357 0.4652 -0.8466
H -2.9038 -1.2695 -1.0390
Se -2.9785 0.2480 3.8160
C -2.1532 -0.1561 2.2884
N -1.6177 -0.4542 1.2912

Forces on atoms 1 to 3 (eV/Å):
0.01 0.27 -0.24
0.06 0.20 0.02
-0.10 -0.20 0.03

Properties
Total charge: -1
Electronic energy: -284823.3193 eV
<S²>: 6.012
Spin multiplicity: 5



The following is a DFT calculation (ωB97M-V/def2-TZVPD) of a molecular structure, C48H62AsBaN5O6P2Si2Te at a distorted geometry.

Element x y z (Å)
Ba -1.6334 -0.8646 -0.7078
O 5.0233 -4.2494 0.7156
C 4.2246 -3.8997 1.5973
O 4.3209 -3.9796 2.8315
C 2.8986 -3.2775 1.0768
C 1.8336 -3.0829 1.9263
C 0.6306 -2.5203 1.4572
N 0.5146 -2.1498 0.1650
C 1.5355 -2.3933 -0.6753
C 2.7311 -2.9484 -0.2750
C 1.3305 -2.0541 -2.1213
C 1.6933 -2.9952 -3.0876
C 1.5735 -2.6650 -4.4220
C 1.1353 -1.3881 -4.7540
C 0.7827 -0.5317 -3.7273
N 0.8287 -0.8531 -2.4383
C -0.5430 -2.4036 2.3164
C -0.6638 -2.9211 3.6064
C -1.8516 -3.5091 4.0035
C -2.7596 -3.8529 2.9631
C -2.6536 -3.3025 1.7308
N -1.7947 -2.1336 1.6357
H 1.9395 -3.4092 2.9501
H 3.5454 -3.1308 -0.9578
H 2.0547 -3.9618 -2.7716
H 1.8372 -3.3801 -5.1919
H 1.0663 -1.0602 -5.7822
H 0.4671 0.4799 -3.9394
H 0.1910 -2.9145 4.2701
H -1.9919 -3.8818 5.0075
H -3.4481 -4.6810 3.1034
H -3.1549 -3.6364 0.8405
N -2.3471 1.8253 -0.6213
C -1.9011 2.8745 -1.5383
C -2.5950 2.8106 -2.8952
C -2.0315 1.7792 -3.8679
N -2.2156 0.4139 -3.3849
H -3.3567 1.8580 -0.5027
H -1.9487 2.0212 0.2952
H -0.8211 2.7616 -1.6765
H -2.0706 3.8683 -1.1006
H -2.4954 3.7915 -3.3696
H -3.6640 2.6251 -2.7505
H -0.9612 1.9723 -3.9890
H -2.5071 1.9334 -4.8503
H -1.8461 -0.2441 -4.0628
H -3.2282 0.2365 -3.3414
O -3.3581 -0.5146 1.1920
C -2.5332 -0.9566 1.9848
C -2.3024 -0.3726 3.3357
C -3.3197 -0.5694 4.2613
C -3.1111 -0.2462 5.5916
C -1.8743 0.2440 5.9948
C -0.8804 0.4857 5.0608
C -1.0931 0.2163 3.7141
P 0.0423 0.7417 2.3742
C -0.5383 2.4819 2.2123
C 0.0844 3.2341 1.2150
C -0.2809 4.5503 0.9904
C -1.2960 5.1280 1.7406
C -1.9312 4.3841 2.7212
C -1.5515 3.0724 2.9621
C 1.5980 1.0023 3.2935
C 1.9756 2.2149 3.8612
C 3.1536 2.3053 4.5871
C 3.9613 1.1914 4.7518
C 3.5997 -0.0173 4.1756
C 2.4265 -0.1048 3.4473
H -4.2518 -1.0124 3.9379
H -3.8981 -0.4090 6.3154
H -1.6880 0.4531 7.0397
H 0.0678 0.9019 5.3747
H 0.8722 2.7829 0.6187
H 0.2274 5.1186 0.2240
H -1.5938 6.1525 1.5561
H -2.7235 4.8268 3.3113
H -2.0501 2.5117 3.7407
H 1.3601 3.0960 3.7337
H 3.4437 3.2567 5.0150
H 4.8816 1.2691 5.3167
H 4.2256 -0.8931 4.2675
H 2.1699 -1.0429 2.9785
C -5.3024 -4.6204 -5.1642
C -5.5525 -3.2887 -4.4880
O -4.4839 -3.0446 -3.5941
P -4.7033 -2.0979 -2.2992
O -3.3560 -2.1545 -1.6255
Te -5.8215 -0.0805 -2.8335
O -5.8211 -2.9016 -1.4582
C -5.5090 -4.0009 -0.6061
C -5.9006 -3.6458 0.8113
H -6.0791 -4.8192 -5.9026
H -5.2995 -5.4271 -4.4341
H -4.3375 -4.6164 -5.6660
H -6.5027 -3.2952 -3.9419
H -5.5982 -2.4704 -5.2153
H -4.4496 -4.2512 -0.6882
H -6.0871 -4.8596 -0.9705
H -5.3950 -2.7341 1.1223
H -5.6156 -4.4426 1.4967
H -6.9763 -3.4877 0.8749
C 5.4725 4.0746 -0.8257
Si 3.6268 3.6537 -0.5850
C 2.7331 4.9593 -1.6558
C 3.3339 4.2487 1.2039
As 2.8229 1.5143 -0.9761
Si 4.6311 0.8899 -2.2550
C 6.2788 0.7253 -1.3215
C 4.4058 -0.8117 -3.0443
C 4.9599 2.0105 -3.7716
H 5.5749 5.1554 -0.9458
H 5.9320 3.5945 -1.6818
H 6.0406 3.7731 0.0523
H 2.9294 5.9773 -1.3140
H 1.6588 4.7850 -1.6434
H 3.0512 4.8758 -2.6942
H 4.0658 5.0171 1.4627
H 3.4496 3.4216 1.9001
H 2.3420 4.6661 1.3587
H 6.3097 -0.2441 -0.8283
H 6.3887 1.4802 -0.5503
H 7.1323 0.7969 -1.9981
H 4.2433 -1.5744 -2.2930
H 5.3081 -1.0761 -3.5994
H 3.5649 -0.8264 -3.7292
H 4.7431 3.0562 -3.5714
H 4.3089 1.6992 -4.5879
H 5.9946 1.9375 -4.1107

Forces on atoms 1 to 3 (eV/Å):
1.77 1.45 -1.35
0.23 -0.10 -0.40
-0.26 0.11 -0.19

Properties
Total charge: -2
Electronic energy: -173685.2487 eV



> Among the records above, which one has the lowest total charge?

C48H62AsBaN5O6P2Si2Te